Entry from OMol25: 2 unconnected molecules or ions with the total composition C3H4ClNO (ωB97M-V/def2-TZVPD).

Element x y z (Å)
1 Cl -2.06545 -0.59208 0.04819
2 O 2.82219 -0.53402 -0.20350
3 N 1.69191 0.13887 0.30859
4 C 0.57653 -0.49652 -0.09319
5 C -0.46067 1.74755 -0.20078
6 C -0.51991 0.45533 -0.03603
7 H -1.38633 2.24882 0.44230
8 H 0.39903 2.29765 -0.28296
9 H 3.55240 0.19105 0.91765
10 H 0.55103 -1.61022 -0.44834

The energy above the lowest of the compared OMol25 structures with the same formula, charge and spin is 157.92 kcal/mol. Its gap between HOMO and LUMO is 8.43 eV. For the HOMO energy, the calculation gives -9.464 eV. The value obtained for the total energy is -19228.927 eV. As for the strongest force on any atom: 7.1 eV/Å.